# C3H5N3

One molecule with the formula C3H5N3 at a distorted geometry (the ωB97M-V functional and the def2-TZVPD basis, OMol25).

Calculated values
LUMO, eV: 0.45
HOMO-LUMO gap, eV: 9.8655
Energy, eV: -7660.646
Charge: 0

Geometry (Å):
H1 1.595 -1.660 1.704
N1 0.750 -1.157 1.519
C1 0.586 -0.557 0.390
C2 1.250 -0.824 -0.878
N2 1.777 -1.076 -1.877
N3 -0.330 0.423 0.524
C3 -1.141 1.046 -0.516
H2 -0.451 0.140 1.554
H3 -0.609 1.012 -1.479
H4 -2.110 0.553 -0.656
H5 -1.317 2.101 -0.285

These are the natural (NBO) partial charges, in e, on atoms 1 to 5: 0.365 -0.726 0.338 0.213 -0.256



# C4H8N3

An isolated ion of composition C4H8N3 and charge +1 at a distorted geometry (the ωB97M-V functional and the def2-TZVPD basis, OMol25).

Calculated values
LUMO, eV: -4.24
HOMO-LUMO gap, eV: 9.5826
Energy, eV: -8737.611
Charge: +1

Geometry (Å):
C1 -1.881 1.482 1.106
N1 -1.076 1.091 0.382
N2 -0.162 0.722 -0.586
C2 0.115 1.628 -1.666
C3 0.506 -0.459 -0.270
N3 0.129 -1.055 0.767
C4 0.698 -2.276 1.219
H1 -2.635 1.792 1.781
H2 -0.444 2.553 -1.540
H3 1.179 1.868 -1.692
H4 -0.175 1.175 -2.617
H5 1.293 -0.733 -0.973
H6 0.987 -2.142 2.262
H7 1.554 -2.611 0.628
H8 -0.086 -3.035 1.199

These are the natural (NBO) partial charges, in e, on atoms 1 to 5: 0.387 -0.006 -0.219 -0.424 0.240



# C38H86BClFIN2O15

A 5-piece molecular cluster, C38H86BClFIN2O15 overall at a distorted geometry (the ωB97M-V functional and the def2-TZVPD basis, OMol25).

Calculated values
LUMO, eV: 0.20
HOMO-LUMO gap, eV: 8.7030
Energy, eV: -98506.170
Charge: 0

Geometry (Å):
C1 1.659 2.064 3.343
C2 0.805 1.658 2.129
C3 1.734 1.173 1.048
O1 1.077 0.915 -0.174
C4 0.922 -0.464 -0.384
C5 0.232 -0.835 -1.735
Cl1 0.527 0.571 -2.850
O2 -1.111 -1.173 -1.651
C6 -2.024 -0.472 -0.853
F1 -1.735 0.859 -0.732
C7 -2.203 -1.079 0.551
C8 -3.482 -1.863 0.729
C9 -3.423 -2.643 2.058
C10 -3.702 -4.130 1.897
C11 -5.169 -4.481 1.981
O3 -5.813 -4.221 0.732
C12 -6.694 -3.114 0.747
O4 -3.254 -0.579 -1.506
C13 -3.405 0.191 -2.692
C14 -4.284 1.379 -2.438
N1 -5.581 0.969 -1.931
C15 -6.128 1.748 -0.835
C16 -6.107 0.957 0.483
C17 -7.278 1.356 1.409
O5 -4.867 1.119 1.143
C18 1.021 -2.023 -2.282
N2 1.104 -3.050 -1.234
B1 -0.091 -3.887 -1.051
O6 -0.777 -3.797 0.162
O7 -0.546 -4.759 -1.985
C19 -1.936 -5.095 -1.881
C20 0.733 -2.576 -3.706
I1 2.067 -1.734 -5.206
C21 -0.709 -2.661 -4.213
C22 -1.213 -1.555 -5.145
H1 2.657 2.262 2.977
H2 1.697 1.222 4.012
H3 1.280 2.946 3.835
H4 0.095 0.893 2.425
H5 0.249 2.500 1.751
H6 2.347 0.340 1.391
H7 2.416 1.995 0.856
H8 0.412 -0.936 0.450
H9 1.924 -0.873 -0.403
H10 -1.421 -1.817 0.650
H11 -2.096 -0.315 1.306
H12 -4.336 -1.207 0.748
H13 -3.570 -2.605 -0.043
H14 -4.121 -2.247 2.789
H15 -2.439 -2.548 2.497
H16 -3.323 -4.543 0.969
H17 -3.219 -4.681 2.699
H18 -5.293 -5.539 2.182
H19 -5.649 -3.950 2.798
H20 -7.716 -3.415 0.963
H21 -6.383 -2.352 1.453
H22 -6.669 -2.663 -0.239
H23 -2.477 0.526 -3.130
H24 -3.879 -0.432 -3.444
H25 -4.398 1.917 -3.378
H26 -3.761 2.060 -1.776
H27 -5.575 -0.012 -1.701
H28 -7.127 2.101 -1.050
H29 -5.529 2.635 -0.650
H30 -6.200 -0.105 0.289
H31 -6.884 1.960 2.216
H32 -8.047 1.925 0.905
H33 -7.732 0.449 1.779
H34 -4.621 2.054 1.128
H35 2.015 -1.613 -2.357
H36 1.934 -3.597 -1.433
H37 -0.132 -4.029 0.851
H38 -2.249 -5.567 -2.800
H39 -2.105 -5.803 -1.087
H40 -2.552 -4.219 -1.751
H41 1.096 -3.586 -3.681
H42 -1.408 -2.792 -3.408
H43 -0.772 -3.579 -4.779
H44 -2.277 -1.421 -5.046
H45 -0.698 -0.615 -5.038
H46 -1.055 -1.875 -6.165
C23 8.067 0.448 -4.309
O8 6.914 1.229 -4.563
C24 5.729 0.451 -4.651
C25 4.916 0.510 -3.378
O9 5.598 -0.106 -2.290
C26 6.216 0.832 -1.422
H47 8.872 1.126 -4.026
H48 7.904 -0.263 -3.496
H49 8.368 -0.094 -5.212
H50 5.966 -0.587 -4.902
H51 5.131 0.869 -5.467
H52 3.986 -0.044 -3.539
H53 4.657 1.544 -3.132
H54 5.462 1.325 -0.796
H55 6.776 1.586 -1.979
H56 6.906 0.289 -0.776
C27 -9.836 -3.039 2.264
O10 -8.731 -2.845 3.129
C28 -8.767 -1.603 3.818
C29 -9.246 -1.764 5.243
O11 -10.604 -2.172 5.299
C30 -10.763 -3.556 5.553
H57 -9.844 -4.086 1.967
H58 -10.782 -2.806 2.758
H59 -9.733 -2.420 1.366
H60 -9.391 -0.882 3.281
H61 -7.742 -1.217 3.833
H62 -9.180 -0.794 5.746
H63 -8.607 -2.469 5.782
H64 -10.554 -3.779 6.605
H65 -10.115 -4.162 4.916
H66 -11.800 -3.813 5.342
C31 5.591 0.396 3.572
O12 5.210 1.759 3.525
C32 5.867 2.553 4.498
C33 7.002 3.331 3.880
O13 8.032 2.469 3.425
C34 7.990 2.242 2.027
H67 5.231 -0.080 2.660
H68 6.676 0.280 3.624
H69 5.129 -0.101 4.433
H70 6.226 1.937 5.327
H71 5.130 3.258 4.896
H72 7.438 3.987 4.641
H73 6.633 3.960 3.064
H74 8.349 3.120 1.485
H75 6.982 1.996 1.687
H76 8.648 1.402 1.809
C35 7.507 4.161 -2.641
O14 7.931 4.548 -1.344
C36 9.313 4.871 -1.285
C37 9.542 6.366 -1.296
O15 9.152 6.950 -2.528
C38 7.886 7.584 -2.472
H77 6.418 4.160 -2.655
H78 7.867 4.851 -3.407
H79 7.860 3.151 -2.866
H80 9.856 4.396 -2.109
H81 9.702 4.464 -0.346
H82 10.613 6.558 -1.173
H83 9.017 6.838 -0.460
H84 7.959 8.536 -1.936
H85 7.137 6.951 -1.992
H86 7.572 7.784 -3.496

These are the Mulliken partial charges, in e, on atoms 1 to 5: -1.081 0.114 -0.906 -0.492 -1.900



# C7H8N2O

One molecule with the formula C7H8N2O at a distorted geometry (the ωB97M-V functional and the def2-TZVPD basis, OMol25).

Calculated values
LUMO, eV: 0.85
HOMO-LUMO gap, eV: 9.8726
Energy, eV: -12414.523
Charge: 0

Geometry (Å):
C1 0.832 -2.303 -2.360
C2 0.150 -1.822 -1.045
O1 -0.448 -2.483 -0.239
N1 0.461 -0.468 -0.920
C3 -0.003 0.469 0.158
C4 -0.609 -0.052 1.272
C5 -0.950 0.925 2.227
C6 -0.657 2.238 1.954
C7 0.107 2.611 0.829
N2 0.376 1.686 -0.099
H1 0.324 -1.986 -3.171
H2 0.469 -3.504 -2.173
H3 2.015 -2.114 -2.443
H4 0.845 0.308 -1.685
H5 -0.952 -0.985 1.473
H6 -1.448 0.638 3.050
H7 -0.851 3.031 2.673
H8 0.339 3.809 0.502

These are the natural (NBO) partial charges, in e, on atoms 1 to 5: -0.706 0.692 -0.597 -0.663 0.366



# C6H9O4P

C6H9O4P as an isolated structure at a distorted geometry (the ωB97M-V functional and the def2-TZVPD basis, OMol25).

Calculated values
LUMO (alpha / beta), eV: -1.13 / 0.26
HOMO-LUMO gap (alpha / beta), eV: 5.9119 / 8.9905
Energy, eV: -23841.771
Charge: 0

Geometry (Å):
C1 0.480 0.916 -0.193
C2 -3.787 -1.074 -0.419
C3 1.815 0.184 -0.391
C4 0.598 -1.586 0.574
C5 -0.512 -1.152 -0.005
C6 2.983 1.041 0.080
O1 -2.396 0.438 1.491
O2 -0.565 0.051 -0.624
O3 -3.347 0.061 -0.839
O4 1.840 -1.028 0.332
P1 -2.391 1.084 0.188
H1 0.348 1.159 0.869
H2 0.432 1.823 -0.797
H3 -4.282 -1.713 -1.131
H4 -3.606 -1.377 0.607
H5 1.919 -0.049 -1.463
H6 0.671 -2.506 1.124
H7 3.912 0.502 -0.077
H8 2.876 1.246 1.142
H9 3.012 1.979 -0.467

These are the natural (NBO) partial charges, in e, on atoms 1 to 5: -0.120 0.014 0.072 -0.058 0.214



# C6H7Cl17

C6H7Cl17 as an isolated structure at a distorted geometry (the ωB97M-V functional and the def2-TZVPD basis, OMol25).

Calculated values
LUMO, eV: -0.03
HOMO-LUMO gap, eV: 8.6680
Energy, eV: -219190.691
Charge: 0

Geometry (Å):
C1 -0.018 -2.942 1.706
Cl1 -1.120 -3.942 2.738
Cl2 0.497 -3.768 0.204
Cl3 1.432 -2.476 2.658
H1 -0.658 -2.092 1.468
C2 -0.536 2.070 -2.858
Cl4 -0.559 3.538 -1.835
Cl5 -2.176 1.439 -3.100
Cl6 0.508 0.829 -2.065
H2 -0.091 2.362 -3.809
C3 -0.212 0.075 -0.153
Cl7 -0.879 -0.763 1.255
Cl8 1.381 -0.537 -0.558
Cl9 0.011 1.799 0.239
H3 -0.818 -0.102 -1.041
C4 -1.034 -0.975 -3.251
Cl10 -1.697 -2.150 -4.425
Cl11 0.732 -1.223 -3.052
Cl12 -1.897 -1.187 -1.716
H4 -1.165 0.056 -3.579
C5 -0.539 1.337 2.794
Cl13 -0.141 0.324 4.168
Cl14 0.579 2.680 2.559
Cl15 -2.275 1.836 2.735
H5 -0.404 0.710 1.913
C6 2.206 0.811 1.390
Cl16 0.938 -0.025 2.288
Cl17 3.390 -0.445 0.881
H6 1.778 1.220 0.474
H7 2.766 1.544 1.971

These are the natural (NBO) partial charges, in e, on atoms 1 to 5: -0.200 -0.037 -0.005 0.003 0.105